Record 1
The molecule C3H2Br2P2, computed with wB97M-V/def2-TZVPD.

## Properties
LUMO level (alpha / beta) = -1.42 / -1.42 eV
charge = 0
SMILES = BrC1=C[P@@H]2=P(Br)=C12
E_tot = -5946.09660 Ha
spin multiplicity = 1
gap between HOMO and LUMO (alpha / beta) = 0.2679 / 0.2679 Eh

Each line ends with the Mulliken charge.
Atoms and positions in Å:
C 0.622770 -0.784647 0.155986  -0.2185
C 1.781407 -1.114066 0.831163  0.0687
C 2.132335 0.076573 1.604332  -0.1437
P 2.410144 1.659379 0.718306  0.1908
P 0.295498 0.889875 0.692616  -0.1367
Br 2.513288 -2.818438 1.056475  -0.1137
Br 3.485424 1.600162 -1.040558  -0.1003
H -0.174899 -1.432022 -0.185378  0.4022
H -0.046175 1.475530 -0.634955  0.0511

Atoms 1-2, force components in eV/Å:
1.2 -0.6 0.8
-1.0 0.9 -0.5

Record 2
The ion C7H12N2 with charge +2, computed with wB97M-V/def2-TZVPD.

## Properties
LUMO level = -10.16 eV
charge = +2
SMILES = CC/[NH+]=C/[C@H]1C=CC=[NH+]1
E_tot = -382.72024 Ha
spin multiplicity = 1
gap between HOMO and LUMO = 0.3515 Eh

Each line ends with the Mulliken charge.
Atoms and positions in Å:
C -1.500644 0.961674 -0.628544  0.1228
C -0.010290 0.993486 -0.597738  -0.1874
C -2.202693 -0.692501 0.817499  -0.3316
C -2.148113 -1.272062 -0.433735  -0.4933
C -1.848578 -0.331670 -1.372329  -0.2385
C 2.813805 -0.792687 0.512577  -1.3055
C 2.137270 0.580636 0.274815  -0.2917
N -1.991607 0.630788 0.734505  -0.1406
N 0.722528 0.335905 0.145988  0.0047
H -1.987982 1.861161 -0.929421  0.4958
H 0.520911 1.753087 -1.127325  0.4762
H -2.584424 -1.136357 1.699483  0.4560
H -2.190425 -2.307360 -0.635558  0.4994
H 0.465290 -0.483017 0.659625  0.3384
H -2.019579 -0.277351 -2.405146  0.4766
H 2.591960 -1.220982 1.429332  0.4344
H 2.399632 -1.400807 -0.274798  0.4057
H 3.857587 -0.743627 0.207831  0.3436
H 2.539274 1.012552 -0.702985  0.3692
H 2.300346 1.316871 1.080805  0.3103
H -1.864274 1.212253 1.545122  0.2555

Atoms 1-2, force components in eV/Å:
-1.2 -2.1 1.2
-1.0 2.3 -0.8

Record 3
The molecule C5H4N2, computed with wB97M-V/def2-TZVPD.

## Properties
LUMO level = 0.59 eV
charge = 0
SMILES = N#Cc1ccc[nH]1
E_tot = -302.36247 Ha
spin multiplicity = 1
gap between HOMO and LUMO = 0.3458 Eh

Each line ends with the Mulliken charge.
Atoms and positions in Å:
C -0.491433 1.683557 -0.063743  0.2109
C -0.118126 0.331858 0.168565  0.2567
C -0.972736 -0.836756 0.272671  -0.5815
C -0.005633 -1.919731 -0.038088  -0.2675
C 1.205796 -1.344471 0.093121  -0.4106
H -2.048538 -1.080512 0.088593  0.3314
H -0.181467 -3.039784 -0.158269  0.3091
H 2.026156 -1.910571 0.031497  0.4664
H 2.053973 0.525701 0.326739  0.3300
N -1.161137 2.629614 -0.342295  -0.4636
N 1.224377 -0.055554 -0.069665  -0.1813

Atoms 1-2, force components in eV/Å:
-3.6 2.8 -1.0
-1.2 -0.7 -0.3

Record 4
A cluster of 2 separate species, C3H2ClNO2 in total, computed with wB97M-V/def2-TZVPD.

## Properties
LUMO level = -0.25 eV
charge = 0
SMILES = O=C=CCl.N=C=O
E_tot = -780.88630 Ha
spin multiplicity = 1
gap between HOMO and LUMO = 0.3339 Eh

Each line ends with the Mulliken charge.
Atoms and positions in Å:
C 2.142144 1.475663 -0.126478  0.7360
C -2.101690 -0.875893 0.122499  0.4785
C 1.746278 0.258611 -0.345259  -0.5903
N -3.143450 -0.408909 0.439685  -0.3925
O 2.227561 2.620591 0.161142  -0.3580
O -1.014888 -1.099892 -0.190207  -0.3800
Cl 2.854483 -1.079003 0.271436  -0.1849
H 1.292635 -0.106021 -1.180051  0.4047
H -4.003069 -0.785148 0.847232  0.2865

Atoms 1-2, force components in eV/Å:
-0.7 3.7 0.9
0.6 0.3 0.2

Record 5
A structure of composition C29H22CrF6I2N7O2, computed with wB97M-V/def2-TZVPD.

## Properties
LUMO level (alpha / beta) = -1.37 / -0.85 eV
charge = 0
⟨S²⟩ = 0.818
E_tot = -3891.12904 Ha
spin multiplicity = 2
gap between HOMO and LUMO (alpha / beta) = 0.2536 / 0.2782 Eh

Each line ends with the Mulliken spin population.
Atoms and positions in Å:
Cr 0.156086 0.531464 -0.218365  1.2655
N 2.435786 1.492864 1.762235  0.0059
C 1.266586 1.134964 2.400435  0.0030
C 1.186586 1.386264 3.773235  -0.0008
C 0.063486 1.004264 4.475835  0.0027
C -0.947114 0.336964 3.784635  -0.0012
C -0.791114 0.121464 2.437235  0.0096
N 0.271686 0.534064 1.726235  -0.0596
C 2.925186 1.188064 0.515035  0.0159
C 4.285186 1.415764 0.265935  -0.0080
C 4.819486 1.109364 -0.965665  0.0077
C 3.979986 0.569764 -1.937965  -0.0045
C 2.662086 0.367864 -1.614465  0.0255
N 2.121186 0.673564 -0.425265  -0.0493
H 3.102586 1.955164 2.367135  -0.0003
H 2.006986 1.886264 4.267435  0.0000
H -0.019514 1.206464 5.530835  0.0000
H -1.837414 0.002364 4.290135  0.0000
H -1.535914 -0.422236 1.872235  -0.0034
H 4.901086 1.819364 1.053035  -0.0001
H 5.866086 1.269564 -1.162565  0.0002
H 4.330186 0.300464 -2.919365  -0.0002
H 1.993686 -0.083836 -2.330965  -0.0004
O 0.149986 2.446964 -0.094165  -0.0032
N 0.339286 3.282064 -1.086465  -0.0179
C 0.014786 4.539364 -0.938565  0.0292
C -0.540214 5.090664 0.240135  -0.0023
N -0.976314 5.490864 1.223935  0.0119
C 0.153786 5.418764 -2.033065  -0.0030
N 0.224986 6.164364 -2.901465  0.0129
I -0.773714 0.934164 -2.760765  -0.0127
I 0.958686 1.203264 -4.912565  -0.0026
C -4.019614 -0.007336 0.358235  0.0012
C -3.236714 0.893964 -0.611565  -0.0122
O -1.992714 0.407664 -0.877265  -0.0158
C -3.081114 2.285264 0.037235  0.0032
F -2.584214 3.199864 -0.792465  0.0010
F -4.215814 2.765864 0.547435  0.0001
F -2.205514 2.180664 1.062235  0.0012
C -4.034014 0.999764 -1.939165  0.0004
F -5.352314 1.129964 -1.745565  -0.0001
F -3.857814 -0.107536 -2.666765  -0.0001
F -3.667314 2.031864 -2.700865  0.0002
H -3.634614 0.116564 1.368235  -0.0006
H -3.900214 -1.046836 0.051235  -0.0003
H -5.074014 0.255464 0.351635  0.0003
C -3.075714 -3.932836 -0.314565  -0.0036
C -2.261414 -3.814236 0.799835  0.0024
C -1.163014 -2.977336 0.767635  -0.0311
C -0.861114 -2.240236 -0.382465  0.0239
C -1.660214 -2.404936 -1.511165  -0.0187
C -2.767814 -3.232136 -1.468465  0.0037
N 0.258586 -1.392236 -0.362265  -0.1505
C 1.455686 -2.104736 -0.349165  0.0039
C 1.783886 -2.933036 -1.427765  -0.0290
C 2.975986 -3.626536 -1.438165  0.0057
C 3.849686 -3.532436 -0.367265  -0.0122
C 3.527986 -2.725136 0.711235  0.0064
C 2.344386 -2.013036 0.725535  0.0000
H -3.935114 -4.584536 -0.288065  -0.0003
H -2.475914 -4.387536 1.691235  0.0000
H -0.513814 -2.885836 1.628435  -0.0005
H -1.402414 -1.902436 -2.430265  0.0001
H -3.381714 -3.339836 -2.349665  -0.0001
H 1.100386 -3.011136 -2.261465  0.0006
H 3.221086 -4.259436 -2.277365  0.0000
H 4.767586 -4.100536 -0.368465  -0.0007
H 4.194686 -2.664236 1.559235  0.0001
H 2.080186 -1.411536 1.586835  0.0009

Atoms 1-2, force components in eV/Å:
-1.1 -2.1 -1.8
-0.1 0.3 0.5

Record 6
A cluster of 2 separate species, C3H13N2O in total, computed with wB97M-V/def2-TZVPD.

## Properties
LUMO level = -3.22 eV
charge = +1
E_tot = -306.61745 Ha
spin multiplicity = 1
gap between HOMO and LUMO = 0.3712 Eh

Each line ends with the Mulliken charge.
Atoms and positions in Å:
N -1.457771 0.092755 -0.301853  -0.2343
C -0.419232 -0.480647 0.658898  0.2107
C 0.044995 -1.830646 0.123480  -1.3806
C 0.738476 0.525666 0.778562  -0.8415
N 1.586968 0.347901 1.938094  -0.5990
H -1.953594 0.803349 0.227853  0.3890
H -0.929339 0.615285 -1.053182  0.3065
H -2.054549 -0.611104 -0.723518  0.3491
H -0.912610 -0.532670 1.628953  0.3522
H 0.470714 -1.652730 -0.864764  0.3488
H 0.803031 -2.234112 0.787690  0.3995
H -0.772749 -2.547028 0.089653  0.4065
H 0.237607 1.490181 0.941869  0.3919
H 1.368881 0.529623 -0.104112  0.3889
H 1.066155 0.143665 2.783885  0.2718
H 2.193805 -0.458966 1.833078  0.2784
H 0.283081 1.958491 -2.657421  0.2961
H -0.559821 0.953984 -3.420730  0.2887
O -0.283898 1.192246 -2.523153  -0.6228

Atoms 1-2, force components in eV/Å:
1.5 0.9 0.3
0.5 -0.7 -0.3

Max |F| (computed, eV Å⁻¹): 4.7 3.3 4.9 4.1 2.9 1.8
Energy above the lowest of the compared OMol25 structures with the same formula, charge and spin (computed, eV): 3.019 0.000 1.791 1.767 0.260 0.496